The following is a DFT calculation (wB97M-V/def2-TZVPD) of C24H28N2O4S2 in the gas phase in a non-equilibrium geometry.

SMILES string = Cc1ccc(S(=O)(=O)N(CC(=O)NCCSCc2ccco2)c2cc(C)ccc2C)cc1
Energy above the lowest of the compared OMol25 structures with the same formula, charge and spin = 0.117 eV
F_max = 1.1 eV Å⁻¹
E_tot = -2138.19444 a.u.
Orbital gap = 8.8285 eV
2S+1 = 1
LUMO = 0.019 Eh
Highest occupied orbital energy = -8.320 eV

Element x y z (Å)
C  3.107  3.969  -0.781
C  2.284  2.953  -0.052
C  0.970  2.694  -0.422
C  0.224  1.738  0.243
C  0.799  1.044  1.288
C  2.097  1.296  1.690
C  2.835  2.252  1.018
H  3.852  2.454  1.318
H  2.506  0.742  2.520
S  -0.107  -0.290  2.041
O  0.412  -0.577  3.352
O  -1.526  -0.049  1.967
N  0.207  -1.539  0.979
C  1.413  -1.475  0.236
C  1.338  -0.911  -1.032
C  2.472  -0.723  -1.805
C  3.694  -1.133  -1.285
C  3.769  -1.708  -0.032
C  2.640  -1.885  0.760
C  2.758  -2.481  2.129
H  2.586  -3.558  2.092
H  3.757  -2.318  2.527
H  2.030  -2.044  2.809
H  4.730  -2.017  0.354
H  4.594  -0.998  -1.867
C  2.379  -0.100  -3.164
H  1.419  0.392  -3.293
H  2.480  -0.864  -3.934
H  3.175  0.627  -3.308
H  0.371  -0.607  -1.403
C  -0.407  -2.816  1.280
C  -1.539  -3.099  0.283
O  -1.628  -4.140  -0.335
N  -2.405  -2.079  0.182
H  -2.234  -1.239  0.729
C  -3.453  -2.057  -0.805
C  -2.959  -1.506  -2.142
H  -2.150  -2.129  -2.521
H  -3.766  -1.475  -2.876
S  -2.232  0.160  -2.032
C  -3.698  1.183  -1.553
C  -3.734  1.496  -0.109
C  -3.243  2.564  0.587
C  -3.559  2.331  1.945
C  -4.212  1.141  1.977
O  -4.325  0.628  0.743
H  -4.622  0.568  2.783
H  -3.325  2.961  2.778
H  -2.727  3.410  0.179
H  -3.607  2.099  -2.133
H  -4.579  0.626  -1.868
H  -4.282  -1.461  -0.420
H  -3.787  -3.087  -0.968
H  -0.817  -2.770  2.294
H  0.320  -3.630  1.224
H  -0.793  1.520  -0.038
H  0.529  3.234  -1.247
H  2.564  4.378  -1.628
H  4.030  3.518  -1.141
H  3.377  4.786  -0.113

=====

The following is a DFT calculation (wB97M-V/def2-TZVPD) of C42H61ClCrN4O6P as an isolated structure in a non-equilibrium geometry.

F_max = 3.0 eV Å⁻¹
E_tot = -4152.91300 a.u.
Charge = +1
Orbital gap (alpha / beta) = 5.3891 / 5.3738 eV
2S+1 = 5
LUMO (alpha / beta) = -0.162 / -0.163 Eh
Highest occupied orbital energy (alpha / beta) = -9.808 / -9.808 eV

Element x y z (Å)
Cr  -16.479  -10.639  2.562
C  -21.627  -8.499  6.803
C  -20.759  -9.038  5.676
C  -21.123  -10.377  5.322
C  -20.411  -11.115  4.391
C  -20.834  -12.297  3.715
N  -21.517  -13.270  4.315
C  -21.260  -13.773  5.651
C  -19.960  -14.584  5.686
C  -19.938  -15.819  4.853
N  -19.478  -15.492  3.463
C  -18.810  -16.323  2.699
C  -18.038  -15.840  1.598
C  -17.085  -16.746  1.074
C  -15.818  -16.328  0.653
C  -14.723  -17.307  0.478
C  -15.652  -14.959  0.354
C  -16.636  -14.015  0.642
C  -16.224  -12.638  0.655
N  -16.961  -11.563  0.943
C  -18.224  -11.057  0.345
C  -18.078  -9.567  -0.065
C  -17.251  -8.604  0.782
N  -17.290  -8.991  2.252
C  -17.995  -8.408  3.248
C  -18.910  -9.098  4.082
C  -19.776  -8.368  4.924
C  -19.092  -10.549  4.024
O  -18.205  -11.388  3.668
C  -17.909  -14.418  1.280
O  -18.758  -13.569  1.651
H  -22.263  -9.300  7.147
H  -22.204  -7.657  6.412
H  -21.012  -8.160  7.663
H  -22.025  -10.808  5.833
H  -20.537  -12.430  2.654
H  -22.019  -13.942  3.748
H  -22.178  -14.339  5.985
H  -21.165  -12.962  6.372
H  -19.834  -14.898  6.765
H  -19.112  -13.946  5.386
H  -20.968  -16.310  4.826
H  -19.211  -16.562  5.266
H  -19.347  -14.501  3.245
H  -18.824  -17.408  2.926
H  -17.321  -17.810  1.066
H  -14.512  -17.581  -0.589
H  -14.823  -18.265  1.035
H  -13.753  -16.859  0.812
H  -14.676  -14.607  0.040
H  -15.137  -12.505  0.424
H  -19.029  -11.192  1.100
H  -18.530  -11.714  -0.564
H  -19.089  -9.146  -0.145
H  -17.673  -9.577  -1.099
H  -17.688  -7.598  0.640
H  -16.183  -8.522  0.487
H  -17.838  -7.324  3.448
H  -19.690  -7.278  5.021
O  -14.782  -17.208  6.519
Cl  -16.194  -17.446  6.003
O  -16.908  -16.098  5.624
O  -14.839  -13.689  6.101
O  -17.037  -18.089  7.052
C  -12.179  -6.969  3.582
C  -13.633  -6.894  4.043
C  -14.228  -8.195  4.600
C  -13.525  -9.461  4.091
C  -13.046  -9.185  2.628
C  -11.980  -8.035  2.571
P  -14.539  -11.033  4.068
C  -13.239  -12.411  3.975
C  -13.454  -13.436  2.829
C  -12.780  -14.842  3.148
C  -11.734  -14.692  4.261
C  -10.860  -13.421  4.108
C  -11.744  -12.099  4.279
C  -15.413  -11.261  5.716
C  -14.635  -10.680  6.952
C  -14.700  -11.584  8.212
C  -16.121  -12.211  8.490
C  -16.810  -12.786  7.212
C  -15.911  -12.702  5.985
H  -11.669  -7.354  4.497
H  -11.781  -6.013  3.342
H  -14.223  -6.591  3.149
H  -13.718  -6.135  4.803
H  -15.261  -8.199  4.371
H  -14.195  -8.188  5.686
H  -12.629  -9.675  4.666
H  -13.899  -8.875  1.987
H  -12.610  -10.062  2.161
H  -11.881  -7.688  1.519
H  -11.038  -8.533  2.745
H  -13.620  -12.996  4.849
H  -13.037  -13.039  1.912
H  -14.546  -13.520  2.612
H  -12.264  -15.224  2.257
H  -13.564  -15.568  3.347
H  -11.135  -15.580  4.286
H  -12.265  -14.603  5.241
H  -10.412  -13.427  3.119
H  -10.070  -13.456  4.827
H  -11.343  -11.319  3.610
H  -11.668  -11.800  5.317
H  -16.353  -10.656  5.667
H  -15.084  -9.719  7.183
H  -13.595  -10.466  6.779
H  -14.352  -10.971  9.068
H  -13.918  -12.327  8.168
H  -16.743  -11.443  8.984
H  -15.975  -12.999  9.224
H  -17.700  -12.195  6.966
H  -17.138  -13.831  7.348
H  -16.566  -13.063  5.188
H  -15.285  -14.555  6.280

=====

The following is a DFT calculation (wB97M-V/def2-TZVPD) of C4H9N3S as an isolated structure in a non-equilibrium geometry.

Energy above the lowest of the compared OMol25 structures with the same formula, charge and spin = 6.168 eV
F_max = 5.8 eV Å⁻¹
E_tot = -720.04669 a.u.
Orbital gap = 8.6946 eV
2S+1 = 1
LUMO = 0.007 Eh
Highest occupied orbital energy = -8.514 eV

Element x y z (Å)
C  1.850  -0.114  -0.409
C  0.312  0.241  -0.572
C  -0.106  0.591  0.906
C  -1.775  -0.907  -0.278
H  2.044  1.938  0.332
H  2.991  1.316  -1.556
H  2.088  -0.600  -1.377
H  1.994  -0.719  0.406
H  -0.099  0.724  -1.460
H  0.419  0.092  1.759
H  -0.855  1.329  0.896
H  -2.306  -1.546  1.799
H  -3.799  -0.970  0.620
N  2.762  1.008  -0.207
N  -0.519  -0.668  0.132
N  -2.635  -1.431  0.721
S  -2.365  -0.285  -1.711

=====

> Look up the 2S+1 of the first one.

1

=====

> What is the formula in the first record?

C24H28N2O4S2

=====

> Number 2 is which compound?

C42H61ClCrN4O6P